112
Properties=species:S:1:pos:R:3 method="wB97M-V/def2-TZVPD" largest_force_ha_per_bohr=0.0385 smiles="NC(=O)CCc1cnc2c(O)c(S)cc(CCCC(=O)O)c2n1.O=C1c2ccccc2C(=O)c2ccccc21.O=C1c2ccccc2C(=O)c2ccccc21.O=C1c2ccccc2C(=O)c2ccccc21" total_energy_ha=-3511.66006
N 1.33 4.61 0.74
C 0.29 4.05 0.01
O 0.22 2.88 -0.22
C -0.89 4.90 -0.47
C -0.56 6.00 -1.52
C -0.30 5.53 -2.97
C -0.65 6.48 -3.97
N -0.50 6.34 -5.24
C 0.05 5.15 -5.52
C 0.31 4.89 -6.90
O 0.01 5.85 -7.81
C 0.86 3.75 -7.35
S 1.19 3.54 -9.09
C 1.19 2.73 -6.40
C 0.97 2.92 -5.07
C 1.41 1.77 -4.13
C 1.58 0.44 -4.92
C 2.08 -0.79 -4.08
C 3.12 -0.42 -3.01
O 2.91 -0.69 -1.87
O 4.28 0.20 -3.33
C 0.39 4.16 -4.58
N 0.20 4.35 -3.24
H 1.37 5.62 0.66
H 2.21 4.17 0.50
H -1.73 4.28 -0.78
H -1.21 5.47 0.43
H 0.28 6.65 -1.22
H -1.44 6.66 -1.58
H -1.08 7.43 -3.63
H -0.75 6.35 -7.49
H 0.01 3.64 -9.75
H 1.64 1.84 -6.82
H 0.67 1.60 -3.33
H 2.38 2.09 -3.72
H 2.30 0.53 -5.75
H 0.59 0.17 -5.30
H 2.63 -1.43 -4.79
H 1.25 -1.38 -3.69
H 4.38 0.23 -4.30
C -6.59 -3.14 2.41
C -6.51 -2.67 3.72
C -5.47 -1.82 4.09
C -4.51 -1.46 3.16
C -4.58 -1.95 1.86
C -5.63 -2.78 1.48
C -3.52 -1.60 0.86
O -3.58 -2.03 -0.28
C -2.40 -0.74 1.29
C -1.37 -0.45 0.39
C -0.32 0.36 0.77
C -0.29 0.90 2.05
C -1.30 0.62 2.95
C -2.35 -0.21 2.58
C -3.41 -0.54 3.57
O -3.38 -0.07 4.69
H -7.40 -3.79 2.12
H -7.25 -2.96 4.45
H -5.41 -1.46 5.11
H -5.69 -3.15 0.47
H -1.40 -0.87 -0.61
H 0.47 0.57 0.08
H 0.54 1.54 2.34
H -1.26 1.04 3.95
C -2.46 -4.35 -1.42
C -1.27 -5.04 -1.65
C -1.24 -6.42 -1.54
C -2.39 -7.12 -1.19
C -3.57 -6.42 -0.93
C -3.60 -5.04 -1.06
C -4.80 -7.14 -0.50
O -5.83 -6.54 -0.28
C -4.74 -8.62 -0.34
C -5.86 -9.30 0.11
C -5.82 -10.68 0.25
C -4.66 -11.38 -0.07
C -3.54 -10.70 -0.52
C -3.57 -9.32 -0.65
C -2.35 -8.60 -1.09
O -1.34 -9.21 -1.37
H -2.49 -3.27 -1.51
H -0.37 -4.50 -1.92
H -0.32 -6.96 -1.73
H -4.52 -4.50 -0.87
H -6.76 -8.76 0.36
H -6.69 -11.21 0.61
H -4.63 -12.46 0.04
H -2.64 -11.25 -0.76
C 3.50 0.38 4.64
C 3.39 0.86 3.34
C 4.07 2.00 2.96
C 4.85 2.68 3.88
C 4.95 2.21 5.19
C 4.27 1.06 5.56
C 5.74 2.96 6.20
O 5.83 2.55 7.34
C 6.43 4.21 5.79
C 7.13 4.95 6.73
C 7.79 6.11 6.36
C 7.75 6.54 5.03
C 7.04 5.81 4.09
C 6.38 4.65 4.46
C 5.59 3.90 3.45
O 5.55 4.27 2.29
H 2.97 -0.52 4.93
H 2.77 0.33 2.62
H 3.98 2.36 1.94
H 4.35 0.69 6.58
H 7.17 4.62 7.76
H 8.33 6.69 7.09
H 8.27 7.44 4.74
H 7.01 6.14 3.06

=====

23
Properties=species:S:1:pos:R:3 method="wB97M-V/def2-TZVPD" largest_force_ha_per_bohr=0.0203 smiles="O=CCCCCO.O.O" e_above_lowest_ev=1.088
O -2.09 0.75 1.55
C -2.11 0.40 0.39
C -1.46 -0.86 -0.12
C -0.86 -0.72 -1.53
C 0.40 0.16 -1.59
C 1.60 -0.53 -0.97
O 2.06 -1.63 -1.74
H -2.67 1.03 -0.33
H -0.67 -1.19 0.58
H -2.23 -1.67 -0.13
H -0.63 -1.69 -1.95
H -1.63 -0.27 -2.18
H 0.23 1.12 -1.09
H 0.64 0.34 -2.65
H 2.48 0.13 -0.98
H 1.45 -0.79 0.09
H 1.38 -2.31 -1.77
H 1.09 1.51 1.87
H 1.65 2.97 2.03
O 1.46 2.29 1.39
H -0.61 0.39 2.50
H 0.21 0.30 3.80
O 0.30 0.28 2.84

=====

40
Properties=species:S:1:pos:R:3 method="wB97M-V/def2-TZVPD" largest_force_ha_per_bohr=0.0873 smiles=ClCCCl.ClCCCl.CC#N.CC#N.CC#N.CC#N e_above_lowest_ev=0.211
C 7.38 -4.39 3.71
C 5.91 -4.07 3.79
N 4.77 -3.89 3.74
H 7.43 -5.33 3.17
H 7.81 -4.54 4.71
H 7.88 -3.52 3.29
C -2.98 -0.18 -6.69
C -3.99 0.34 -7.60
N -4.79 0.78 -8.36
H -3.19 -1.24 -6.67
H -3.01 0.19 -5.67
H -2.01 -0.09 -7.19
C 2.21 -0.05 7.45
C 1.14 0.89 7.22
N 0.25 1.60 6.97
H 2.53 -0.44 6.48
H 1.90 -0.88 8.09
H 3.03 0.48 7.92
C 0.21 0.71 1.83
C 0.07 0.99 0.44
N -0.12 1.14 -0.67
H -0.52 0.03 2.27
H 0.08 1.66 2.34
H 1.21 0.28 1.91
Cl 1.54 5.83 -6.18
C 1.56 4.95 -4.66
C 2.99 4.64 -4.20
Cl 3.78 6.04 -3.68
H 1.18 3.95 -4.84
H 0.89 5.46 -3.97
H 3.55 4.19 -5.02
H 3.03 3.83 -3.47
Cl -5.47 -2.35 2.38
C -5.75 -2.57 0.67
C -7.16 -2.27 0.26
Cl -7.19 -2.17 -1.53
H -5.52 -3.61 0.43
H -5.07 -1.94 0.09
H -7.69 -1.41 0.67
H -7.85 -3.07 0.54

=====

12
Properties=species:S:1:pos:R:3 method="wB97M-V/def2-TZVPD" largest_force_ha_per_bohr=0.0679 smiles="NC=O.O.O" e_above_lowest_ev=1.218
C -1.28 -1.59 0.36
N -1.37 -0.38 -0.30
O -0.67 -1.67 1.41
H -2.04 -2.26 -0.17
H -0.96 0.55 0.02
H -1.98 -0.71 -1.09
H 1.20 2.78 -0.94
H 2.05 1.52 -1.25
O 1.69 2.32 -1.64
H 0.93 -1.01 1.17
H 1.20 0.49 1.62
O 1.23 -0.05 0.82

=====

100
Properties=species:S:1:pos:R:3 method="wB97M-V/def2-TZVPD" largest_force_ha_per_bohr=0.1115 smiles="CCOC(=O)C(F)(F)F.CCOC(=O)C(F)(F)F.CNC(C)=O.CNC(C)=O.CNC(C)=O.CNC(C)=O.CNC(C)=O.CNC(C)=O" e_above_lowest_ev=3.288
C 2.71 6.74 3.78
C 3.18 5.55 3.04
O 4.39 5.25 3.15
N 2.28 4.90 2.24
C 2.52 3.68 1.55
H 2.07 6.55 4.65
H 2.01 7.38 3.25
H 3.45 7.47 4.10
H 1.36 5.23 1.97
H 2.26 3.68 0.49
H 1.83 2.94 1.97
H 3.56 3.39 1.58
C 0.03 -5.07 2.23
C 0.41 -6.24 1.37
O 0.98 -6.13 0.26
N 0.09 -7.44 1.85
C 0.43 -8.64 1.29
H 0.58 -5.14 3.18
H -1.03 -4.86 2.36
H 0.51 -4.20 1.79
H -0.32 -7.50 2.77
H 1.14 -8.63 0.47
H -0.50 -9.19 1.11
H 0.80 -9.28 2.09
C -6.14 -2.99 -2.94
C -4.77 -3.75 -3.08
O -4.05 -3.39 -4.00
N -4.47 -4.70 -2.19
C -3.33 -5.58 -2.07
H -6.58 -3.04 -1.95
H -6.94 -3.44 -3.54
H -6.14 -1.96 -3.29
H -5.17 -4.85 -1.48
H -3.61 -6.60 -1.82
H -2.66 -5.30 -1.25
H -2.82 -5.65 -3.03
C -0.92 5.06 -1.04
C -1.44 5.78 0.14
O -0.60 5.91 1.13
N -2.64 6.31 0.19
C -3.19 6.96 1.36
H -0.02 5.59 -1.35
H -1.62 4.97 -1.88
H -0.70 4.04 -0.75
H -3.19 6.27 -0.66
H -2.93 6.37 2.25
H -4.24 7.21 1.49
H -2.67 7.90 1.55
C -1.13 -2.75 -1.15
C -0.95 -1.20 -1.25
O -1.95 -0.56 -1.47
N 0.23 -0.59 -1.02
C 0.35 0.90 -0.84
H -1.50 -3.00 -2.14
H -1.87 -2.87 -0.35
H -0.28 -3.35 -0.82
H 1.08 -1.14 -0.96
H -0.58 1.45 -0.77
H 0.96 1.33 -1.64
H 1.03 1.08 -0.02
C 5.05 -1.58 1.22
C 4.76 -0.18 0.60
O 3.66 0.11 0.21
N 5.82 0.66 0.67
C 5.96 2.02 0.18
H 4.50 -1.79 2.13
H 6.08 -1.75 1.55
H 4.86 -2.28 0.41
H 6.60 0.30 1.19
H 6.77 2.47 0.77
H 5.10 2.69 0.14
H 6.31 1.93 -0.84
C -2.98 2.18 0.82
C -2.89 2.92 2.23
O -1.59 2.81 2.78
C -1.25 3.52 3.85
O -1.92 4.47 4.31
C 0.02 3.05 4.63
F -0.30 2.55 5.85
F 0.65 2.03 3.98
F 0.86 4.09 4.88
H -2.47 1.22 0.73
H -2.44 2.75 0.07
H -4.03 2.01 0.60
H -3.55 2.47 2.97
H -3.27 3.90 1.95
C -1.26 -1.46 -4.76
C -0.44 -2.75 -4.90
O 0.70 -2.51 -4.07
C 1.93 -2.97 -4.29
O 2.24 -3.73 -5.24
C 2.92 -2.63 -3.17
F 3.55 -3.71 -2.73
F 3.81 -1.82 -3.64
F 2.31 -1.98 -2.18
H -0.96 -0.74 -5.52
H -1.11 -1.01 -3.78
H -2.34 -1.55 -4.88
H -0.07 -2.84 -5.93
H -0.88 -3.72 -4.67

=====

5
Properties=species:S:1:pos:R:3 method="wB97M-V/def2-TZVPD" largest_force_ha_per_bohr=0.0348 e_above_lowest_ev=0.802
C 0.60 -1.61 -0.09
F 0.94 -2.59 -0.89
Br -1.00 -0.66 -1.02
I 4.30 0.42 0.78
I 2.16 0.07 -0.68

=====

13
Properties=species:S:1:pos:R:3 method="wB97M-V/def2-TZVPD" largest_force_ha_per_bohr=0.0983 e_above_lowest_ev=6.027
C -1.65 -0.42 -0.95
C -0.85 0.70 0.03
C 0.57 0.17 0.25
H -2.24 -1.62 -0.32
H -0.85 -0.92 -2.16
H -2.59 0.36 -1.35
H -1.39 0.70 1.11
H -0.75 1.83 -0.51
H 0.13 -1.84 -0.32
H 1.74 -1.54 0.29
H 1.27 2.04 0.64
N 0.76 -1.27 0.24
N 1.56 1.03 0.71

=====

25
Properties=species:S:1:pos:R:3 method="wB97M-V/def2-TZVPD" largest_force_ha_per_bohr=0.0788 e_above_lowest_ev=3.851
C -1.62 -1.40 -0.34
C -1.30 0.73 -1.75
C -1.60 1.87 -0.79
N -0.65 -2.31 -0.33
O -2.61 -1.50 -1.17
H -2.29 -0.41 -1.66
H -1.55 -0.63 0.43
H -0.64 -2.99 -1.07
H 0.16 -2.21 0.28
H -0.23 0.49 -1.77
H -1.56 1.01 -2.78
H -0.96 2.76 -0.92
H -2.64 2.20 -0.88
H -1.47 1.55 0.26
C 2.13 1.13 0.21
N 1.65 -1.64 1.44
C 1.15 -0.42 1.96
C 1.33 0.79 1.44
H 2.45 -1.52 0.84
H 1.86 -2.31 2.17
H 0.52 -0.55 2.83
H 0.84 1.62 1.93
H 2.78 0.32 -0.11
H 2.75 2.01 0.40
H 1.46 1.38 -0.62

=====

11
Properties=species:S:1:pos:R:3 method="wB97M-V/def2-TZVPD" largest_force_ha_per_bohr=0.0335 smiles="O=CCCO" e_above_lowest_ev=1.749
O 1.97 -0.21 0.30
C 0.68 0.32 0.55
C -0.45 0.25 -0.62
C -1.38 -0.80 -0.14
O -2.41 -0.59 0.47
H 2.57 0.46 -0.05
H 0.60 1.39 0.59
H 0.36 -0.19 1.47
H 0.05 0.01 -1.56
H -1.02 1.19 -0.75
H -0.97 -1.82 -0.25

=====

70
Properties=species:S:1:pos:R:3 method="wB97M-V/def2-TZVPD" largest_force_ha_per_bohr=0.0082 e_above_lowest_ev=0.000 total_charge=-1
Pd 1.92 0.73 0.44
O 3.80 -0.60 3.80
C 3.39 -0.25 2.71
N 2.14 0.02 2.28
C 0.90 -0.25 2.88
O 0.73 -0.79 3.94
C -0.26 0.15 1.93
C -1.49 -0.38 2.15
C -2.63 -0.22 1.27
C -2.58 0.02 -0.05
C -1.29 0.06 -0.83
N 0.12 1.04 0.97
C 4.40 -0.06 1.56
C 5.73 -0.36 1.79
C 6.64 -0.26 0.74
C 6.17 0.13 -0.50
C 4.83 0.42 -0.65
N 3.96 0.34 0.35
H -1.62 -0.91 3.09
H -3.61 -0.32 1.72
H -3.50 0.20 -0.59
H -1.50 0.24 -1.89
H 6.02 -0.67 2.79
H 7.68 -0.48 0.90
H 6.84 0.22 -1.35
H 4.42 0.74 -1.60
C -3.16 4.71 -0.21
C -1.71 5.02 -0.60
C -1.10 5.92 0.48
C -1.73 5.77 -1.94
C -0.86 3.76 -0.71
C 0.51 3.90 -1.17
C 1.22 2.77 -1.38
N 0.81 1.48 -1.18
C -0.44 1.31 -0.38
C -1.32 2.54 -0.40
C -0.60 -1.32 -0.76
C -1.40 -2.46 -0.74
C -0.85 -3.72 -0.59
C 0.54 -3.79 -0.50
C 1.27 -2.62 -0.58
N 0.72 -1.42 -0.72
C -1.70 -4.99 -0.53
C -3.18 -4.67 -0.29
C -1.56 -5.74 -1.86
C -1.22 -5.89 0.61
H -3.73 5.64 -0.15
H -3.21 4.23 0.77
H -3.63 4.06 -0.94
H -1.70 6.83 0.61
H -0.08 6.21 0.22
H -1.06 5.39 1.44
H -2.38 6.65 -1.87
H -2.10 5.12 -2.73
H -0.73 6.10 -2.22
H 0.94 4.86 -1.41
H 2.22 2.84 -1.81
H -2.33 2.39 -0.06
H -2.47 -2.33 -0.79
H 1.06 -4.73 -0.37
H 2.35 -2.65 -0.53
H -3.62 -4.14 -1.14
H -3.31 -4.05 0.60
H -3.74 -5.60 -0.16
H -1.91 -5.12 -2.69
H -2.16 -6.66 -1.85
H -0.52 -6.01 -2.05
H -1.19 -5.34 1.56
H -0.22 -6.29 0.42
H -1.90 -6.74 0.73

=====

9
Properties=species:S:1:pos:R:3 method="wB97M-V/def2-TZVPD" largest_force_ha_per_bohr=0.0526 e_above_lowest_ev=3.039 total_charge=-1
C -0.70 0.21 0.71
C -0.09 -0.45 -0.23
C -3.80 -0.60 0.06
O -3.62 -1.76 0.14
O 1.28 -0.29 -0.72
S -4.47 0.80 -0.13
H -0.16 1.01 1.24
H -0.55 -1.25 -0.81
H 1.64 0.45 -0.22

=====

10
Properties=species:S:1:pos:R:3 method="wB97M-V/def2-TZVPD" largest_force_ha_per_bohr=0.0642 e_above_lowest_ev=6.036
C 0.25 -0.85 1.32
C -0.76 -0.50 0.71
O 0.07 2.67 0.76
O 0.07 1.57 -1.45
O 1.57 -0.15 -2.55
F 2.67 0.07 -1.78
S 0.75 1.86 -0.20
H 1.11 -1.29 1.89
H 1.05 0.58 -2.06
H -1.64 -0.15 0.20